Molecular formula: C21H29N3O4S
Method: DFT, wB97M-V/def2-TZVPD

The calculation puts the LUMO energy at 0.55 eV. The value obtained for the max |F| is 0.30 eV/Å. Its frontier orbital gap is 9.77 eV. As for the SMILES: CC[C@@H](O)[C@H](C)C(=O)N1CC[C@](NC(=O)CN2CSCC2=O)(c2ccccc2)C1. The calculation puts the molecular weight at 419.5 g/mol. The HOMO energy is -9.22 eV. Its relative energy (zero: lowest compared OMol25 entry of this formula, charge and spin) is 0.139 eV. The calculation puts the total energy at -45745.2512 eV.

Geometry as ORCA input:
```
! RIJCOSX wB97M-V def2-TZVPD def2/J DEFGRID3
* xyz 0 1
C -2.570 -3.223 5.230
C -1.972 -2.346 4.139
C -2.164 -2.922 2.747
O -3.552 -3.030 2.412
C -1.553 -2.038 1.664
C -1.793 -2.606 0.264
C -0.054 -1.924 1.880
O 0.619 -2.872 2.263
N 0.533 -0.738 1.583
C 1.990 -0.609 1.643
C 2.246 0.807 1.133
C 1.065 1.057 0.183
N 1.190 0.212 -1.010
C 2.279 0.055 -1.799
O 3.366 0.579 -1.638
C 1.969 -0.783 -3.042
N 1.141 -0.035 -3.968
C 1.755 0.889 -4.892
S 0.406 1.507 -5.953
C -0.865 0.955 -4.791
C -0.205 0.006 -3.816
O -0.812 -0.604 -2.949
C 0.849 2.524 -0.166
C 0.380 3.415 0.796
C 0.164 4.750 0.490
C 0.410 5.222 -0.791
C 0.876 4.345 -1.755
C 1.088 3.008 -1.445
C -0.091 0.431 0.979
H -2.356 -2.814 6.218
H -3.657 -3.300 5.150
H -2.152 -4.232 5.192
H -2.427 -1.349 4.167
H -0.903 -2.229 4.319
H -1.690 -3.909 2.698
H -3.970 -3.620 3.048
H -2.031 -1.058 1.746
H -1.344 -1.984 -0.514
H -1.353 -3.602 0.189
H -2.859 -2.683 0.067
H 2.348 -0.765 2.660
H 2.451 -1.370 1.010
H 2.187 1.533 1.947
H 3.207 0.918 0.644
H 0.344 -0.232 -1.345
H 2.912 -1.031 -3.524
H 1.439 -1.698 -2.775
H 2.253 1.704 -4.360
H 2.490 0.374 -5.511
H -1.296 1.780 -4.224
H -1.666 0.434 -5.310
H 0.191 3.080 1.808
H -0.201 5.422 1.256
H 0.239 6.262 -1.033
H 1.076 4.698 -2.759
H 1.455 2.346 -2.215
H -0.921 0.163 0.325
H -0.463 1.129 1.732
*
```



Molecular formula: C21H29N3O6
Method: DFT, wB97M-V/def2-TZVPD

The calculation puts the LUMO energy at 0.32 eV. The value obtained for the max |F| is 0.66 eV/Å. Its frontier orbital gap is 9.49 eV. As for the SMILES: CC(C)C[C@H](NC(=O)[C@@H]1CCCN1C(=O)CNC(=O)OCc1ccccc1)C(=O)O. The calculation puts the molecular weight at 419.5 g/mol. The HOMO energy is -9.17 eV. Its relative energy (zero: lowest compared OMol25 entry of this formula, charge and spin) is 0.000 eV. The calculation puts the total energy at -39005.9832 eV.

Geometry as ORCA input:
```
! RIJCOSX wB97M-V def2-TZVPD def2/J DEFGRID3
* xyz 0 1
C 3.577 -0.012 0.050
C 2.935 -0.611 1.299
C 3.950 -0.663 2.439
C 2.407 -2.021 1.018
C 1.120 -2.067 0.197
N 0.002 -1.667 1.046
C -1.227 -1.389 0.617
O -1.663 -1.676 -0.495
C -2.117 -0.704 1.669
C -3.592 -0.756 1.286
C -3.731 0.448 0.357
C -2.832 1.499 1.005
N -1.815 0.723 1.690
C -0.698 1.171 2.275
O 0.050 0.438 2.903
C -0.441 2.678 2.202
N -0.253 3.125 0.838
C 0.281 2.322 -0.118
O 0.473 1.139 0.004
O 0.507 3.030 -1.242
C 0.982 2.271 -2.357
C 0.048 1.153 -2.743
C -1.321 1.380 -2.791
C -2.187 0.355 -3.127
C -1.694 -0.905 -3.418
C -0.329 -1.134 -3.380
C 0.538 -0.110 -3.043
C 0.945 -3.478 -0.422
O 1.781 -4.332 -0.305
O -0.144 -3.660 -1.142
H 4.391 -0.642 -0.302
H 3.975 0.978 0.265
H 2.841 0.084 -0.743
H 2.103 0.031 1.602
H 4.769 -1.335 2.187
H 4.362 0.325 2.629
H 3.481 -1.017 3.353
H 2.218 -2.538 1.962
H 3.168 -2.596 0.487
H 1.171 -1.367 -0.651
H 0.279 -1.241 1.928
H -1.905 -1.135 2.653
H -3.838 -1.689 0.785
H -4.217 -0.642 2.172
H -4.759 0.790 0.256
H -3.339 0.182 -0.625
H -2.393 2.169 0.264
H -3.389 2.098 1.738
H 0.450 2.876 2.811
H -1.293 3.215 2.630
H -0.239 4.118 0.663
H 1.069 3.007 -3.162
H 1.975 1.872 -2.123
H -1.705 2.364 -2.559
H -3.251 0.542 -3.164
H -2.370 -1.708 -3.666
H 0.060 -2.117 -3.599
H 1.603 -0.292 -3.013
H -0.771 -2.879 -1.090
*
```



Molecular formula: C21H29N3O7S
Method: DFT, wB97M-V/def2-TZVPD

The calculation puts the LUMO energy at -0.06 eV. The value obtained for the max |F| is 1.00 eV/Å. Its frontier orbital gap is 8.54 eV. As for the SMILES: CCn1cc(C(=O)N(C)CC(OC)OC)c(=O)c2cc(S(=O)(=O)N3CCOCC3)ccc21. The calculation puts the molecular weight at 467.5 g/mol. The HOMO energy is -8.60 eV. Its relative energy (zero: lowest compared OMol25 entry of this formula, charge and spin) is 0.000 eV. The calculation puts the total energy at -51884.8176 eV.

Geometry as ORCA input:
```
! RIJCOSX wB97M-V def2-TZVPD def2/J DEFGRID3
* xyz 0 1
C 1.541 5.158 -0.354
C 1.816 3.928 -1.215
N 1.513 2.705 -0.494
C 2.529 1.987 0.034
C 2.387 0.876 0.801
C 3.652 0.210 1.240
O 4.594 0.882 1.631
N 3.720 -1.137 1.128
C 4.928 -1.801 1.567
C 2.727 -1.958 0.473
C 2.511 -1.586 -1.013
O 1.248 -1.015 -1.134
C 0.963 -0.497 -2.418
O 2.577 -2.704 -1.868
C 3.878 -3.127 -2.186
C 1.069 0.476 1.256
O 0.846 -0.385 2.096
C -0.017 1.206 0.583
C -1.318 0.739 0.766
C -2.362 1.289 0.072
S -3.984 0.535 0.213
O -4.526 0.781 1.515
O -4.735 0.935 -0.944
N -3.604 -1.063 0.118
C -3.256 -1.654 -1.148
C -2.029 -2.553 -0.946
O -2.277 -3.511 0.059
C -2.561 -2.899 1.299
C -3.800 -2.001 1.193
C -2.148 2.362 -0.781
C -0.878 2.871 -0.945
C 0.217 2.285 -0.290
H 0.496 5.198 -0.057
H 2.153 5.127 0.545
H 1.782 6.060 -0.908
H 1.234 3.964 -2.139
H 2.872 3.904 -1.488
H 3.527 2.332 -0.203
H 5.456 -2.248 0.721
H 4.685 -2.577 2.294
H 5.569 -1.055 2.033
H 1.763 -1.891 0.982
H 3.058 -2.995 0.525
H 3.291 -0.854 -1.327
H 1.700 0.265 -2.698
H -0.026 -0.047 -2.352
H 0.962 -1.291 -3.168
H 4.412 -3.506 -1.308
H 4.463 -2.311 -2.629
H 3.764 -3.931 -2.910
H -1.474 -0.079 1.451
H -4.092 -2.256 -1.529
H -3.050 -0.847 -1.852
H -1.155 -1.941 -0.676
H -1.808 -3.118 -1.853
H -1.691 -2.313 1.629
H -2.736 -3.713 2.004
H -4.682 -2.625 0.993
H -3.965 -1.428 2.105
H -2.990 2.774 -1.314
H -0.742 3.710 -1.608
*
```



Molecular formula: C21H29N5O3
Method: DFT, wB97M-V/def2-TZVPD

The calculation puts the LUMO energy at 0.46 eV. The value obtained for the max |F| is 0.78 eV/Å. Its frontier orbital gap is 9.14 eV. As for the SMILES: CCCCNC(=O)N(c1c(N)n(Cc2ccccc2)c(=O)[nH]c1=O)C1CCCC1. The calculation puts the molecular weight at 399.5 g/mol. The HOMO energy is -8.68 eV. Its relative energy (zero: lowest compared OMol25 entry of this formula, charge and spin) is 0.000 eV. The calculation puts the total energy at -35843.7100 eV.

Geometry as ORCA input:
```
! RIJCOSX wB97M-V def2-TZVPD def2/J DEFGRID3
* xyz 0 1
C 1.943 3.340 2.212
C 3.400 3.136 1.815
C 3.592 2.117 0.691
C 3.072 0.709 1.009
N 1.696 0.507 0.611
C 0.702 0.336 1.530
O 0.928 0.127 2.706
N -0.572 0.290 0.996
C -0.813 0.543 -0.380
C -1.173 -0.513 -1.186
N -1.315 -1.761 -0.664
N -1.470 -0.323 -2.512
C -1.886 -1.442 -3.346
C -0.785 -2.454 -3.539
C -1.049 -3.815 -3.445
C -0.036 -4.740 -3.633
C 1.252 -4.312 -3.905
C 1.522 -2.956 -4.000
C 0.509 -2.032 -3.821
C -1.421 0.932 -3.104
O -1.687 1.105 -4.271
N -1.042 1.945 -2.272
C -0.730 1.878 -0.907
O -0.402 2.885 -0.314
C -1.746 0.322 1.871
C -1.847 -0.907 2.796
C -2.409 -0.355 4.103
C -1.710 0.995 4.219
C -1.789 1.555 2.800
H 1.854 4.190 2.885
H 1.323 3.526 1.338
H 1.564 2.464 2.729
H 3.820 4.088 1.480
H 3.971 2.813 2.689
H 3.092 2.481 -0.211
H 4.660 2.049 0.469
H 3.685 -0.033 0.482
H 3.126 0.506 2.080
H 1.447 0.874 -0.293
H -1.190 -2.556 -1.270
H -0.957 -1.849 0.276
H -2.775 -1.908 -2.910
H -2.157 -1.001 -4.312
H -2.055 -4.153 -3.235
H -0.254 -5.795 -3.563
H 2.042 -5.032 -4.048
H 2.524 -2.618 -4.219
H 0.717 -0.975 -3.909
H -1.015 2.869 -2.690
H -2.604 0.343 1.192
H -0.847 -1.297 2.978
H -2.469 -1.693 2.366
H -2.207 -1.010 4.948
H -3.490 -0.215 4.021
H -2.174 1.653 4.953
H -0.666 0.836 4.488
H -0.973 2.238 2.576
H -2.727 2.091 2.653
*
```



Molecular formula: C21H30ClN3O3S
Method: DFT, wB97M-V/def2-TZVPD

The calculation puts the LUMO energy at 0.72 eV. The value obtained for the max |F| is 0.62 eV/Å. Its frontier orbital gap is 9.47 eV. As for the SMILES: CC[C@H](C(=O)N[C@H]1CCCCN(C(=O)c2sc(C)cc2Cl)CC1)N1CCCC1=O. The calculation puts the molecular weight at 440.0 g/mol. The HOMO energy is -8.75 eV. Its relative energy (zero: lowest compared OMol25 entry of this formula, charge and spin) is 0.420 eV. The calculation puts the total energy at -56236.2613 eV.

Geometry as ORCA input:
```
! RIJCOSX wB97M-V def2-TZVPD def2/J DEFGRID3
* xyz 0 1
C -2.578 1.619 -0.486
C -2.140 0.275 -1.050
C -0.759 -0.163 -0.550
C -0.359 -1.434 -1.302
O -0.159 -1.360 -2.504
N -0.281 -2.580 -0.600
C -0.068 -3.849 -1.287
C 1.429 -4.087 -1.429
C 1.849 -5.313 -2.238
C 1.136 -5.485 -3.587
C -0.040 -6.459 -3.584
N -1.195 -6.065 -2.796
C -2.252 -5.325 -3.214
O -3.059 -4.895 -2.395
C -2.551 -5.001 -4.651
S -3.596 -3.628 -4.724
C -3.716 -3.682 -6.426
C -4.523 -2.673 -7.178
C -3.009 -4.727 -6.930
C -2.361 -5.488 -5.919
Cl -1.594 -6.957 -6.420
C -1.083 -6.223 -1.347
C -0.850 -4.928 -0.551
N -0.652 -0.203 0.907
C 0.187 0.777 1.587
C 0.103 0.368 3.058
C -1.259 -0.323 3.155
C -1.508 -0.832 1.751
O -2.329 -1.676 1.421
H -3.542 1.909 -0.903
H -2.692 1.585 0.599
H -1.858 2.405 -0.727
H -2.875 -0.490 -0.799
H -2.076 0.318 -2.139
H -0.024 0.578 -0.857
H -0.732 -2.607 0.305
H -0.490 -3.722 -2.287
H 1.846 -3.196 -1.905
H 1.870 -4.139 -0.428
H 2.922 -5.218 -2.417
H 1.736 -6.227 -1.646
H 0.821 -4.509 -3.970
H 1.844 -5.883 -4.318
H -0.350 -6.654 -4.601
H 0.299 -7.420 -3.185
H -4.511 -2.901 -8.242
H -5.562 -2.666 -6.845
H -4.125 -1.667 -7.042
H -2.960 -4.979 -7.979
H -1.995 -6.684 -0.972
H -0.270 -6.931 -1.189
H -0.344 -5.183 0.387
H -1.820 -4.509 -0.293
H 1.205 0.743 1.197
H -0.201 1.790 1.426
H 0.895 -0.347 3.281
H 0.215 1.217 3.728
H -1.306 -1.137 3.874
H -2.065 0.378 3.389
*
```



Molecular formula: C21H30ClN3O3S
Method: DFT, wB97M-V/def2-TZVPD

The calculation puts the LUMO energy at 0.65 eV. The value obtained for the max |F| is 0.27 eV/Å. Its frontier orbital gap is 9.27 eV. As for the SMILES: CC[C@H](C(=O)N[C@H]1CCCCN(C(=O)c2sc(C)cc2Cl)CC1)N1CCCC1=O. The calculation puts the molecular weight at 440.0 g/mol. The HOMO energy is -8.61 eV. Its relative energy (zero: lowest compared OMol25 entry of this formula, charge and spin) is 0.372 eV. The calculation puts the total energy at -56236.3093 eV.

Geometry as ORCA input:
```
! RIJCOSX wB97M-V def2-TZVPD def2/J DEFGRID3
* xyz 0 1
C -3.461 -3.182 -0.939
C -2.230 -2.328 -0.677
C -2.456 -0.855 -1.039
C -1.142 -0.091 -0.890
O -0.210 -0.382 -1.625
N -1.066 0.872 0.052
C 0.232 1.462 0.366
C 0.474 2.662 -0.549
C 1.861 3.307 -0.487
C 3.045 2.329 -0.554
C 3.624 1.951 0.810
N 2.751 1.186 1.689
C 2.580 -0.169 1.712
O 1.778 -0.657 2.495
C 3.289 -1.088 0.775
S 4.732 -0.787 -0.141
C 4.684 -2.308 -0.925
C 5.738 -2.711 -1.905
C 3.598 -3.016 -0.522
C 2.807 -2.327 0.430
Cl 1.353 -3.061 0.981
C 1.729 1.943 2.412
C 0.302 1.748 1.864
N -3.607 -0.257 -0.370
C -4.767 0.159 -1.147
C -5.703 0.767 -0.098
C -5.305 0.061 1.195
C -3.861 -0.350 0.965
O -3.059 -0.692 1.814
H -3.259 -4.231 -0.722
H -4.301 -2.878 -0.309
H -3.780 -3.114 -1.982
H -1.935 -2.392 0.370
H -1.387 -2.670 -1.277
H -2.677 -0.804 -2.108
H -1.774 0.870 0.768
H 0.961 0.691 0.113
H 0.301 2.313 -1.570
H -0.288 3.420 -0.338
H 1.929 3.999 -1.328
H 1.954 3.932 0.407
H 2.772 1.427 -1.108
H 3.860 2.797 -1.112
H 4.570 1.429 0.690
H 3.878 2.868 1.347
H 5.505 -3.694 -2.312
H 5.801 -2.006 -2.735
H 6.720 -2.763 -1.433
H 3.341 -4.000 -0.887
H 1.743 1.637 3.458
H 2.019 2.990 2.368
H -0.291 2.636 2.106
H -0.141 0.897 2.381
H -4.477 0.878 -1.913
H -5.220 -0.705 -1.646
H -5.511 1.837 -0.013
H -6.751 0.634 -0.359
H -5.391 0.670 2.093
H -5.882 -0.853 1.360
*
```



Molecular formula: C21H30ClN4O2
Method: DFT, wB97M-V/def2-TZVPD

The calculation puts the LUMO energy at -4.15 eV. The value obtained for the max |F| is 8.17 eV/Å. Its frontier orbital gap is 7.15 eV. The calculation puts the molecular weight at 406.0 g/mol. The HOMO energy is -11.30 eV. The calculation puts the total energy at -44822.8797 eV.

Geometry as ORCA input:
```
! RIJCOSX wB97M-V def2-TZVPD def2/J DEFGRID3
* xyz 1 1
C 4.582 0.857 -0.850
C 3.707 0.350 0.011
C 2.413 -0.454 0.559
N 1.181 0.389 0.664
C 0.714 1.345 -0.328
C 1.311 1.824 -1.731
C 1.749 3.310 -1.985
C 2.292 3.719 -3.372
N 2.538 2.958 -4.571
C 2.169 1.596 -4.272
C 1.570 0.946 -3.005
N -0.546 2.065 -0.008
C -0.915 1.519 1.307
C -2.257 2.075 1.996
C -3.298 2.437 0.809
C -4.856 2.312 1.210
C -5.674 2.122 -0.206
C -5.768 0.579 -0.684
O -4.766 -0.289 -0.062
C -3.923 -0.930 -1.064
C -2.775 -1.883 -0.383
C 0.156 0.471 1.754
Cl 0.159 -0.448 3.334
H 5.301 1.296 -1.652
H 2.692 -0.806 1.638
H 2.180 -1.414 -0.034
H 1.658 4.091 -1.141
H 2.557 4.852 -3.485
H 2.361 0.863 -5.162
H 1.317 -0.178 -2.993
H -0.976 2.780 -0.615
H -1.974 3.088 2.501
H -2.705 1.376 2.800
H -3.128 1.685 -0.070
H -3.003 3.480 0.380
H -5.268 3.267 1.703
H -5.060 1.384 1.861
H -6.690 2.676 -0.198
H -5.028 2.680 -1.007
H -5.600 0.530 -1.821
H -6.834 0.206 -0.407
H -3.378 -0.172 -1.752
H -4.539 -1.649 -1.746
H -1.956 -2.175 -1.147
H -2.233 -1.303 0.464
H -3.227 -2.891 -0.004
C 4.945 -5.175 0.824
O 4.210 -5.901 0.180
N 4.540 -4.300 1.796
C 5.477 -3.467 2.522
C 3.128 -4.204 2.108
H 6.036 -5.170 0.666
H 5.406 -3.698 3.588
H 5.221 -2.417 2.357
H 6.500 -3.643 2.185
H 2.767 -5.183 2.433
H 2.583 -3.909 1.207
H 2.958 -3.470 2.898
*
```



Molecular formula: C21H30CrN6S5Se
Method: DFT, wB97M-V/def2-TZVPD

The calculation puts the LUMO energy (alpha / beta) at -2.99 / -3.31 eV. As for the expectation value of S²: 3.81. The value obtained for the max |F| is 0.56 eV/Å. Its frontier orbital gap (alpha / beta) is 6.78 / 6.48 eV. The calculation puts the molecular weight at 657.8 g/mol. The HOMO energy (alpha / beta) is -9.77 / -9.80 eV. Its relative energy (zero: lowest compared OMol25 entry of this formula, charge and spin) is 0.000 eV. The calculation puts the total energy at -179145.0359 eV.

Geometry as ORCA input:
```
! RIJCOSX wB97M-V def2-TZVPD def2/J DEFGRID3
* xyz 1 4
Cr 0.390 -0.288 -0.332
C 1.906 1.519 1.425
C 1.209 0.639 2.446
N 0.122 -0.179 1.813
C 0.119 -1.592 2.303
C 1.091 -2.425 1.499
C 1.790 -3.526 1.952
C 2.590 -4.216 1.049
C 2.667 -3.809 -0.276
C 1.945 -2.699 -0.666
C 1.852 -2.138 -2.064
N 1.644 -0.664 -2.018
C 2.937 0.092 -1.907
C 2.800 1.235 -0.925
N 2.226 0.629 0.298
N 1.206 -2.032 0.227
H 2.796 1.977 1.863
H 1.258 2.307 1.053
H 0.817 1.233 3.269
H 1.937 -0.056 2.870
H -0.794 0.223 1.996
H -0.875 -1.999 2.128
H 0.324 -1.659 3.372
H 1.703 -3.842 2.984
H 3.161 -5.075 1.382
H 3.270 -4.347 -0.996
H 0.966 -2.575 -2.524
H 2.721 -2.408 -2.663
H 1.165 -0.350 -2.887
H 3.238 0.467 -2.882
H 3.710 -0.602 -1.566
H 2.100 1.977 -1.303
H 3.765 1.710 -0.738
H 2.887 -0.069 0.630
N 1.067 2.002 -3.903
N 0.307 0.803 -4.134
H 0.519 2.824 -4.129
H 1.869 2.006 -4.519
H 0.027 0.712 -5.104
H -0.545 0.891 -3.586
C -4.130 0.212 -0.024
S -3.199 -0.532 1.335
C -2.929 -2.167 0.744
C -2.177 -2.527 -0.316
S -1.338 -1.489 -1.456
S -2.137 -4.240 -0.647
C -3.173 -4.783 0.638
S -3.575 -6.338 0.885
S -3.719 -3.460 1.616
H -4.287 1.254 0.256
H -5.087 -0.292 -0.135
H -3.541 0.167 -0.938
Se -0.744 1.793 -0.979
C -1.483 3.029 0.276
C -1.288 3.003 1.655
C -1.863 3.973 2.473
C -2.648 4.974 1.922
C -2.859 4.992 0.548
C -2.282 4.029 -0.270
H -0.703 2.220 2.114
H -1.693 3.944 3.543
H -3.097 5.729 2.555
H -3.482 5.759 0.107
H -2.450 4.052 -1.340
*
```